Formula: C33H43BN3O4PtS
Source: the OMol25 dataset
Level of theory: ωB97M-V/def2-TZVPD

Results
* spin multiplicity: 1
* orbital gap: 6.63 eV
* maximum force: 0.0096 Eh/bohr
* highest occupied orbital energy: -4.0 eV
* electronic energy: -2291.0891 Ha
* LUMO: 2.61 eV
* net charge: -1
* energy relative to the best compared isomer or geometry (same formula, charge and spin): 0.0 kJ/mol

Last column: Löwdin charge in e.
Cartesian coordinates (Å):
1 Pt 0.49472 -0.14157 -0.10744  0.91
2 O -0.10472 4.04678 -0.34810  0.00
3 C 0.06743 2.88517 0.04130  -0.59
4 O -0.26168 1.83135 -0.57827  -0.18
5 C 0.80327 2.72434 1.38592  -0.17
6 C 0.98770 3.84882 2.23826  0.01
7 C 1.65813 3.67558 3.40641  -0.02
8 C 2.16626 2.39410 3.74501  -0.16
9 C 2.88565 2.12272 4.93687  -0.05
10 C 3.33265 0.86227 5.19710  -0.10
11 C 3.07787 -0.19463 4.28348  -0.08
12 C 2.39389 0.03453 3.12731  0.01
13 C 1.93345 1.34416 2.83404  -0.20
14 N 1.25516 1.54536 1.67230  0.13
15 H 0.58663 4.80310 1.92885  0.11
16 H 1.81002 4.50418 4.09074  0.11
17 H 3.07210 2.93015 5.63654  0.10
18 H 3.88345 0.66507 6.10887  0.09
19 H 3.42599 -1.19626 4.50420  0.10
20 H 2.17710 -0.75622 2.41595  0.10
21 C 1.10640 -1.96565 0.10026  -0.27
22 C 1.53901 -3.09132 0.27951  -0.12
23 C 2.07607 -4.38867 0.55113  -0.26
24 C 3.40598 -4.54531 0.97515  -0.05
25 C 3.91993 -5.79515 1.28332  -0.11
26 C 3.12679 -6.93171 1.17326  -0.13
27 C 1.81373 -6.79645 0.74128  -0.11
28 C 1.29656 -5.54694 0.43225  -0.05
29 H 4.02315 -3.65963 1.05820  0.11
30 H 4.94897 -5.88528 1.61201  0.09
31 H 3.52567 -7.90701 1.42339  0.09
32 H 1.18500 -7.67429 0.64605  0.09
33 H 0.27171 -5.44524 0.09891  0.11
34 C -2.19797 -2.10175 4.02896  -0.01
35 C -2.44928 -1.50030 2.65621  -0.49
36 C -3.59893 -2.23307 1.97249  -0.02
37 O -1.28293 -1.69774 1.85225  0.06
38 B -1.05414 -0.55710 1.08019  -0.72
39 O -1.99673 0.43233 1.42119  0.05
40 C -2.62302 0.04959 2.64899  -0.49
41 C -4.06276 0.53032 2.63936  -0.01
42 C -1.85372 0.74087 3.77300  -0.01
43 H -2.11561 -3.18624 3.93797  0.09
44 H -3.02201 -1.87266 4.71087  0.09
45 H -1.26868 -1.72973 4.45652  0.08
46 H -3.30130 -3.27237 1.82676  0.09
47 H -3.80225 -1.80021 0.99189  0.09
48 H -4.51240 -2.20758 2.57131  0.08
49 H -4.59541 0.16852 1.76195  0.08
50 H -4.07456 1.62157 2.61579  0.09
51 H -4.58926 0.19839 3.53873  0.09
52 H -0.82522 0.37689 3.82091  0.09
53 H -2.32860 0.59379 4.74586  0.09
54 H -1.81769 1.80992 3.55457  0.09
55 C -2.25266 0.01520 -2.47482  -0.11
56 C -1.80472 -1.42132 -2.73874  -0.26
57 C -0.76247 -1.55974 -3.84994  -0.20
58 C 0.62561 -1.04482 -3.49838  -0.22
59 N 0.67016 0.41375 -3.55803  0.02
60 C 1.39538 1.17688 -2.73704  -0.81
61 S 2.52899 0.51470 -1.64783  0.62
62 N 1.20399 2.50399 -2.78300  0.01
63 C 0.11451 3.17911 -3.46288  -0.19
64 C 0.43391 3.54898 -4.90656  -0.21
65 C -0.73026 4.25115 -5.59113  -0.28
66 C -0.41034 4.64492 -7.02865  -0.12
67 H -3.09797 0.03819 -1.78400  0.07
68 H -2.57016 0.50271 -3.40562  0.07
69 H -1.46079 0.60558 -2.01153  0.03
70 H -2.67630 -2.02148 -3.02025  0.10
71 H -1.39958 -1.84481 -1.81558  0.09
72 H -1.13141 -1.05271 -4.75462  0.11
73 H -0.64709 -2.61296 -4.11797  0.11
74 H 1.36599 -1.46821 -4.18248  0.12
75 H 0.90077 -1.34189 -2.48558  0.04
76 H -0.01169 0.86016 -4.14817  0.11
77 H 1.65469 3.00880 -2.03665  0.11
78 H -0.10794 4.06898 -2.87332  0.12
79 H -0.78885 2.56098 -3.41398  0.12
80 H 0.70382 2.64628 -5.46603  0.11
81 H 1.31767 4.19378 -4.91591  0.12
82 H -0.99924 5.14293 -5.01688  0.11
83 H -1.60751 3.59646 -5.57705  0.11
84 H 0.44408 5.32465 -7.06388  0.07
85 H -1.25440 5.14403 -7.50730  0.06
86 H -0.15775 3.76593 -7.62601  0.07